# 1
C2HF2IO | wB97M-V/def2-TZVPD

Calculated values
SMILES	O=C(I)C(F)F
HOMO energy	-10.06	eV
E_tot	-649.43706	a.u.
energy relative to the best compared isomer or geometry (same formula, charge and spin)	0.337	eV

Element x y z (Å)
O: 0.50988 -1.87794 -0.14476
C: 0.43003 -0.75532 -0.48341
I: 1.69615 0.25095 -1.83158
C: -0.59081 0.39960 0.42807
F: -0.80006 1.49639 -0.25412
F: 0.18691 0.53371 1.51342
H: -1.43210 -0.04738 0.77236

Cartesian forces, eV/Å:
O -0.120 0.177 -0.371
C -1.803 1.626 1.936
I 0.240 0.059 -0.407
C 4.042 -2.448 -1.952
F 0.152 0.806 -0.006
F 0.488 1.165 0.370
H -2.999 -1.385 0.431

# 2
C3H5N3 | wB97M-V/def2-TZVPD

Calculated values
SMILES	CN=C=N.C#N
HOMO energy	-9.63	eV
E_tot	-281.50215	a.u.
energy relative to the best compared isomer or geometry (same formula, charge and spin)	2.392	eV

Element x y z (Å)
C: 1.41202 -0.99813 -0.97931
N: 0.57472 0.09135 -0.57157
C: -0.58982 0.12816 -0.29635
N: -1.80764 0.26921 -0.09030
H: 2.16751 -0.57931 -1.64278
H: 1.90008 -1.47817 -0.12952
H: 0.82901 -1.74572 -1.53018
H: -2.07218 -0.13299 -1.00609
C: -0.83583 1.47984 2.06938
N: 0.29502 1.27437 1.96708
H: -1.87289 1.69139 2.20964

Cartesian forces, eV/Å:
C 0.323 -0.260 -0.105
N -0.546 0.248 -0.232
C 0.832 0.049 -0.049
N 0.298 -0.814 -0.752
H 0.102 -0.249 0.058
H -0.003 0.075 -0.020
H 0.177 0.066 0.113
H -1.284 0.501 0.184
C 1.110 0.095 0.450
N -1.053 0.359 0.474
H 0.043 -0.070 -0.121

# 3
C2H4O2P2 | wB97M-V/def2-TZVPD

Calculated values
SMILES	OC=P1=P[C@@H]1O
HOMO energy (spin up / spin down)	-7.25 / -7.25	eV
E_tot	-911.63501	a.u.
energy relative to the best compared isomer or geometry (same formula, charge and spin)	4.749	eV

Element x y z (Å)
O: 2.52700 0.72990 0.19150
C: 1.28388 0.77757 -0.19125
P: -0.15504 0.61343 0.87678
P: -1.92152 1.46387 -0.14650
C: -1.39987 -0.23193 -0.27005
O: -2.09823 -1.12266 0.44383
H: 2.70737 0.09872 0.94414
H: 1.17854 0.92951 -1.31711
H: -1.13926 -0.82531 -1.28539
H: -2.43402 -0.55428 1.17498

Cartesian forces, eV/Å:
O 0.938 -1.201 0.366
C -1.962 -0.170 -1.193
P 2.009 0.318 0.747
P 0.908 0.593 -0.495
C -0.238 -0.768 -4.573
O -0.828 -1.263 2.131
H -0.658 1.289 -0.464
H 0.188 0.245 1.461
H 0.012 1.757 2.204
H -0.369 -0.800 -0.184

# 4
C4H5Cr2N7NiO18 | wB97M-V/def2-TZVPD

Calculated values
HOMO energy (spin up / spin down)	-16.50 / -16.90	eV
total charge	+2
spin multiplicity	9
E_tot	-5488.90847	a.u.

Element x y z (Å)
Ni: -0.09826 0.81520 -2.06056
Cr: 0.52535 -2.57560 3.04471
Cr: -1.46262 1.76135 2.22739
N: 0.52829 3.13268 0.21198
O: 0.39773 2.41447 -0.79891
O: 1.22982 4.07496 0.25882
O: -0.14452 2.84792 1.30445
N: -2.43433 -1.17169 3.00711
O: -3.46687 -1.71967 2.92787
O: -2.33518 0.09788 2.91266
O: -1.32542 -1.81728 3.13060
N: 2.59575 -3.59719 1.94881
O: 3.53615 -4.00432 1.42646
O: 2.56657 -2.57578 2.76486
O: 1.39612 -4.07996 1.82025
N: 0.94890 0.50904 4.09345
O: 0.09821 1.17736 3.39678
O: 1.67978 1.05233 4.83531
O: 1.00605 -0.75385 3.92551
N: -2.88316 1.31182 -0.60899
O: -2.03643 0.87458 -1.44357
O: -4.03053 1.40357 -0.84613
O: -2.42219 1.72457 0.53798
N: 0.18787 -0.76826 0.46708
O: 0.45428 -0.69367 -0.73143
O: -0.36787 0.15304 1.02947
O: 0.54265 -1.77324 1.11269
N: 1.14167 -0.65454 -3.54295
C: -0.20243 -0.70632 -3.87325
C: -0.54927 0.55381 -4.35345
C: 0.56947 1.40329 -4.18927
C: 1.60170 0.61938 -3.65211
H: 1.68273 -1.50275 -3.43501
H: -0.70026 -1.65060 -4.01728
H: -1.48402 0.71684 -4.86703
H: 0.64715 2.43566 -4.48908
H: 2.60710 0.96496 -3.47522

Cartesian forces, eV/Å:
Ni -0.401 0.071 1.042
Cr 1.935 2.546 -2.743
Cr 2.079 -2.096 -2.139
N -0.597 -0.373 0.074
O -0.031 -0.198 -0.135
O 0.368 0.344 -0.107
O -0.420 0.274 0.947
N 1.198 0.249 -0.793
O -0.413 -0.221 0.257
O -0.808 0.332 0.520
O -0.336 -0.437 0.370
N -1.765 0.422 0.970
O 0.993 -0.306 -0.585
O -1.070 -0.252 0.367
O -0.590 0.238 0.943
N -0.330 -0.604 -0.416
O -0.688 0.830 -0.117
O -0.010 0.264 0.210
O 0.042 -0.418 0.026
N 1.103 -0.182 -0.727
O -0.688 -0.087 0.336
O -0.151 -0.017 0.184
O -0.110 0.527 1.447
N -0.527 1.573 1.359
O 0.435 -0.652 -1.101
O -0.074 -0.347 -0.284
O 0.649 -1.600 -0.057
N -0.532 -0.476 -0.056
C 0.920 0.078 -0.933
C -0.506 -0.532 0.112
C 0.069 -0.007 0.265
C 0.067 0.795 -0.637
H 0.208 0.224 0.488
H -0.123 -0.009 0.324
H -0.086 0.442 0.300
H 0.041 0.049 0.136
H 0.148 -0.444 0.155

# 5
C19H20ClHgIN2 | wB97M-V/def2-TZVPD

Calculated values
HOMO energy	-7.43	eV
E_tot	-1756.74459	a.u.

Element x y z (Å)
C: 2.85579 3.66449 0.50028
C: 3.70890 2.46547 -0.10755
H: 2.28825 4.19792 -0.25876
H: 3.63563 4.35652 0.82704
H: 2.29485 3.55476 1.44614
H: 3.28384 1.83388 -0.92537
H: 4.41313 3.03168 -0.72738
H: 4.34171 1.93548 0.61356
C: -2.94353 1.10554 -0.98618
C: -3.96743 1.29161 -1.93794
C: -4.09676 0.34236 -2.95677
C: -3.14318 -0.67232 -3.04729
H: -2.73665 1.87325 -0.23313
H: -4.61101 2.16674 -1.84436
H: -4.92028 0.39712 -3.66768
H: -3.12841 -1.39336 -3.85897
N: -2.13414 0.05211 -0.99279
C: -2.13919 -0.76169 -2.05743
C: -0.98546 -1.68390 -2.20890
N: 0.13128 -1.37318 -1.54439
C: 1.23907 -2.08975 -1.71326
C: 0.12109 -3.58234 -3.22994
C: 1.28550 -3.22978 -2.54146
H: 2.12363 -1.75623 -1.16219
H: 2.21728 -3.78790 -2.62125
C: -1.02292 -2.79389 -3.07850
H: -1.94450 -2.99800 -3.61023
H: 0.11172 -4.45264 -3.88313
Hg: 1.74775 1.62652 0.52866
I: -0.00575 2.69922 -1.50060
Cl: 0.07413 2.48047 2.97272
C: 0.19867 0.82551 3.44577
C: 0.19727 0.51260 4.80093
C: 0.06825 -0.80780 5.23576
C: -0.00106 -1.81879 4.28425
C: 0.13086 -1.52929 2.93094
C: 0.25586 -0.20171 2.48101
C: 0.43742 0.03571 1.03409
H: 0.27331 1.30823 5.52041
H: 0.00251 -1.03291 6.29739
H: -0.14572 -2.84917 4.58653
H: 0.15051 -2.32246 2.18093
H: -0.49049 0.24737 0.47206
H: 0.82826 -0.86743 0.53697

Cartesian forces, eV/Å:
C 1.598 1.313 0.239
C 1.756 1.533 -1.002
H -0.183 -0.318 0.086
H 0.025 0.017 0.102
H -0.091 -0.109 -0.334
H 0.178 0.089 0.495
H 0.046 -0.147 0.035
H -0.377 -0.047 -0.191
C -0.678 -0.123 -0.542
C 0.536 -0.284 0.341
C 0.134 0.054 0.391
C 0.474 0.035 0.556
H -0.308 -0.453 -0.045
H 0.095 -0.322 -0.185
H 0.277 0.052 0.066
H -0.216 0.316 0.000
N 0.362 0.198 -0.548
C -1.030 0.592 -0.057
C 0.615 -0.935 -0.378
N 0.135 0.108 -0.225
C -0.589 -0.776 -0.599
C -0.003 0.335 0.194
C -0.139 0.633 0.367
H -0.214 -0.126 -0.124
H -0.305 0.036 -0.104
C 0.309 0.324 0.402
H 0.202 -0.273 0.010
H -0.033 0.174 0.121
Hg -3.201 -2.447 0.113
I 0.277 0.516 -0.400
Cl 0.076 0.361 0.059
C -0.032 -1.463 0.211
C -0.233 -0.202 0.047
C 0.067 0.264 -0.404
C 0.010 -0.163 -0.133
C 0.171 0.532 0.219
C -0.125 -0.015 0.411
C 0.207 -0.533 -0.336
H -0.140 0.221 0.159
H 0.071 0.074 -0.207
H 0.059 0.031 0.066
H -0.059 0.190 0.270
H 0.442 0.271 0.327
H -0.166 0.470 0.527